(1)
37
Properties=species:S:1:pos:R:3:mulliken_charge:R:1 method="wB97M-V/def2-TZVPD" e_lumo_ev=0.6 homo_lumo_gap_ev=8.507 mol_weight_g_mol=303.8 e_above_lowest_kcal_mol=0.2
C 4.6659 0.9903 1.3481 -0.997
N 3.6283 1.0376 0.3390 0.040
C 4.0650 1.5421 -0.9434 -0.982
S 2.7915 -0.4011 0.1676 1.273
O 2.5040 -0.9034 1.4778 -0.696
O 3.4278 -1.2807 -0.7654 -0.769
N 1.4159 0.2152 -0.5644 0.248
C 0.6121 0.9720 0.3846 -1.032
C -0.8491 1.0291 -0.0489 -1.017
N -1.4006 -0.3047 -0.1210 0.325
C -2.7408 -0.5418 0.0361 1.015
C -3.2258 -1.8356 0.2765 -0.737
C -4.5767 -2.0671 0.4309 -0.549
C -5.4967 -1.0334 0.3655 -0.619
C -5.0180 0.2439 0.1345 0.090
Cl -6.1334 1.5656 0.0372 -0.232
C -3.6722 0.5028 -0.0354 -0.633
C -0.4731 -1.3580 -0.4771 -0.668
C 0.6551 -0.7652 -1.3184 -1.325
H 4.9395 2.0091 1.6225 0.326
H 5.5562 0.4561 0.9979 0.333
H 4.2556 0.4745 2.2120 0.362
H 3.2096 1.5149 -1.6131 0.298
H 4.4096 2.5685 -0.8235 0.358
H 4.8684 0.9307 -1.3673 0.330
H 0.6860 0.5063 1.3744 0.495
H 1.0297 1.9796 0.4454 0.371
H -0.9226 1.5505 -1.0150 0.297
H -1.4028 1.6043 0.6978 0.688
H -2.5397 -2.6618 0.3662 0.375
H -4.9234 -3.0724 0.6175 0.371
H -6.5515 -1.2124 0.4910 0.418
H -3.3602 1.5128 -0.2411 0.467
H -0.9947 -2.1195 -1.0625 0.706
H -0.0375 -1.8303 0.4152 0.292
H 1.3556 -1.5391 -1.6320 0.486
H 0.2431 -0.2792 -2.2092 0.293

---

(2)
19
Properties=species:S:1:pos:R:3:mulliken_charge:R:1 method="wB97M-V/def2-TZVPD" e_lumo_ev=0.1 homo_lumo_gap_ev=8.662 mol_weight_g_mol=152.1 e_above_lowest_kcal_mol=43.6
C 2.3530 -1.2858 0.0615 -1.443
C 1.0412 -0.5989 -0.0144 0.658
C -0.1855 -1.1612 -0.1377 -0.631
C -1.4355 -0.3866 -0.0043 0.276
C -2.7863 -0.9186 -0.0827 -0.013
O -3.7837 -0.2436 0.2047 -0.623
C -1.2278 1.0406 -0.0197 0.421
O -2.3787 1.8302 -0.0664 -0.594
C 0.0714 1.7743 -0.0036 -1.177
C 1.1619 0.8828 0.0170 1.049
O 2.4262 1.3683 0.0126 -0.451
H 2.3129 -2.3416 -0.0134 0.424
H 3.1718 -1.0124 -0.6023 0.305
H 2.8799 -0.9367 1.0177 0.285
H -0.1090 -2.3268 -0.0778 0.195
H -2.9298 -2.0471 -0.2498 0.307
H -3.1056 1.2523 -0.0603 0.434
H 0.0940 2.8613 -0.0263 0.309
H 2.4296 2.2495 0.0450 0.270

---

(3)
44
Properties=species:S:1:pos:R:3:mulliken_charge:R:1 method="wB97M-V/def2-TZVPD" e_lumo_ev=-0.5 homo_lumo_gap_ev=7.876 mol_weight_g_mol=793.7
Pb -0.1558 -0.1174 -0.9328 0.641
C 1.0888 -4.5863 -0.9817 -1.824
C 0.2587 -3.3606 -1.3730 0.995
O 0.5746 -2.2743 -0.6209 -0.472
C -1.2391 -3.7161 -1.1852 0.629
F -1.4563 -4.1976 0.0462 -0.266
F -1.6667 -4.6425 -2.0633 -0.286
F -2.0376 -2.6355 -1.3204 -0.222
C 0.4970 -3.0754 -2.8897 0.521
F 1.6421 -2.3644 -3.0403 -0.227
F 0.6299 -4.1776 -3.6398 -0.291
F -0.4799 -2.3289 -3.4451 -0.251
H 0.9267 -4.7739 0.0774 0.440
H 2.1439 -4.3561 -1.1369 0.333
H 0.8162 -5.4695 -1.5563 0.390
N -6.0792 3.4359 -0.9993 -0.444
C -4.9311 3.4944 -1.0291 -0.065
C -3.4921 3.5819 -1.0712 0.120
C -2.8581 4.8001 -1.2917 -0.172
C -1.4774 4.8285 -1.3428 -0.688
C -0.7840 3.6443 -1.1651 -0.335
N -1.3859 2.4741 -0.9411 -0.109
C -2.7123 2.4456 -0.8930 -0.128
H -3.4442 5.7026 -1.4048 0.490
H -0.9477 5.7570 -1.5081 0.398
H 0.3009 3.6267 -1.1938 0.400
H -3.1797 1.4813 -0.7095 0.482
Cl 1.9657 -1.1430 2.2230 -0.252
Si 0.2037 -0.1007 1.7719 0.484
Cl -1.1682 -0.9656 3.0415 -0.287
Cl 0.5595 1.7969 2.5765 -0.314
C 4.0744 -1.7030 -0.9662 -1.202
Sb 2.8288 0.0093 -1.0663 0.645
C 3.6784 0.9130 -2.8150 -1.307
C 3.9138 1.2858 0.2672 -1.213
H 5.1080 -1.3585 -1.0104 0.490
H 3.8592 -2.3554 -1.8118 0.341
H 3.8818 -2.2319 -0.0343 0.326
H 4.7655 0.8564 -2.7335 0.369
H 3.3796 1.9622 -2.8508 0.362
H 3.3550 0.4136 -3.7291 0.388
H 4.8791 1.5184 -0.1857 0.379
H 4.0564 0.7957 1.2291 0.387
H 3.3553 2.2100 0.4273 0.345

---

(4)
44
Properties=species:S:1:pos:R:3:mulliken_charge:R:1 method="wB97M-V/def2-TZVPD" e_lumo_ev=0.7 homo_lumo_gap_ev=6.156 mol_weight_g_mol=381.3 charge=-1
N 2.3540 -0.2543 -0.1593 0.860
O 3.1290 0.5177 0.3207 -0.585
O 1.3300 0.2207 -0.7813 -0.625
O 2.4400 -1.5003 0.0927 -0.639
C 2.2750 -2.9133 3.0497 -0.337
C 2.1440 -1.4193 3.2037 -0.257
C 2.6200 -0.7493 4.5567 -0.311
C 3.0690 -1.5953 5.6817 0.135
C 3.2510 -3.1833 5.3687 -0.293
C 2.8100 -3.6903 4.0127 -0.299
N 3.1000 -1.0643 7.1687 0.774
O 3.6050 -1.9853 7.9357 -0.543
O 3.2770 0.0827 7.2537 -0.476
H 1.9380 -3.2613 2.1167 0.456
H 2.1230 -0.7773 2.3147 0.198
H 2.4420 0.3737 4.6367 0.304
H 3.8840 -3.5553 6.1857 0.378
H 2.9970 -4.7363 3.6607 0.265
C -0.6940 -0.5623 -3.4363 -0.463
C -0.9710 0.5597 -4.4373 -0.211
C -1.7190 0.3297 -5.7313 -0.382
C -2.4800 -1.0153 -5.8883 0.217
C -2.2780 -2.1243 -4.7673 -0.539
C -1.3530 -1.7673 -3.6213 -0.224
N -3.4440 -1.2953 -7.0493 0.780
O -3.8860 -2.5193 -7.0583 -0.536
O -3.4180 -0.5383 -7.9943 -0.524
H -0.4170 -0.3853 -2.4733 0.517
H -0.6160 1.5497 -4.0633 0.370
H -1.9640 0.9187 -6.7333 0.265
H -3.0710 -2.7773 -4.8103 0.467
H -1.2780 -2.7093 -2.9033 0.262
C -1.8560 4.2127 1.6297 0.047
O -2.9250 4.6697 2.0467 -0.586
N -1.7550 3.4967 0.4307 0.075
C -0.4190 3.0417 0.1817 -0.587
C -2.8940 3.3307 -0.4553 -0.872
H -0.8970 4.3487 2.1857 0.324
H 0.1660 2.6997 1.1637 0.225
H -0.1500 3.8497 -0.2893 0.528
H -0.5980 2.2137 -0.6243 -0.059
H -3.1070 4.2277 -1.1633 0.253
H -3.9010 3.3237 0.1927 0.263
H -2.8620 2.4137 -0.9503 0.388

---

(5)
118
Properties=species:S:1:pos:R:3:mulliken_spin:R:1 method="wB97M-V/def2-TZVPD" e_lumo_ev="-2.4 / -4.0" homo_lumo_gap_ev="7.778 / 6.177" mol_weight_g_mol=1089.1 e_above_lowest_kcal_mol=77.0 s_squared=0.75 multiplicity=2 charge=+1
Cu -0.5063 -0.1579 -0.1157 0.707
C 1.9306 -1.9374 4.1823 0.000
C 1.8370 -1.7707 2.7011 0.001
C 2.7040 -2.2233 1.7291 0.002
C 2.1335 -1.8563 0.5026 0.025
N 0.9947 -1.2052 0.7262 0.048
N 0.8132 -1.1561 2.0771 0.006
B -0.5651 -0.7717 2.6842 -0.003
N -1.6301 -1.6175 1.9262 0.013
N -1.6662 -1.6293 0.5662 0.070
C -2.5901 -2.5209 0.1925 0.001
C -3.1493 -3.0966 1.3403 0.005
C -2.5161 -2.5031 2.4151 0.007
C -2.7329 -2.7326 3.8738 0.000
C -2.9737 -2.7507 -1.2119 -0.003
C -4.2573 -3.2140 -1.4968 0.000
C -4.6827 -3.3565 -2.8090 0.000
C -3.8284 -3.0433 -3.8576 -0.001
C -2.5415 -2.5975 -3.5841 -0.001
C -2.1192 -2.4539 -2.2719 0.006
N -0.8351 0.7400 2.5405 -0.006
N -0.9894 1.3501 1.3252 0.013
C -1.2304 2.6425 1.5807 0.003
C -1.2519 2.8516 2.9680 0.001
C -1.0035 1.6258 3.5422 0.003
C -0.8591 1.2893 4.9908 0.000
C -1.3848 3.7322 0.5856 -0.002
C -0.7181 4.9376 0.8176 0.000
C -0.8574 6.0093 -0.0503 0.000
C -1.6781 5.9038 -1.1647 0.000
C -2.3696 4.7234 -1.3904 0.000
C -2.2283 3.6523 -0.5193 0.000
C 2.6515 -2.2734 -0.8138 -0.007
C 4.0244 -2.2657 -1.0526 0.004
C 4.5383 -2.8090 -2.2205 0.000
C 3.6842 -3.3642 -3.1649 0.001
C 2.3146 -3.3689 -2.9367 0.001
C 1.8040 -2.8307 -1.7659 0.003
H 2.9262 -2.2905 4.4415 0.000
H 1.2046 -2.6708 4.5378 0.000
H 1.7421 -1.0017 4.7087 0.000
H 3.6176 -2.7764 1.8728 0.002
H -0.5848 -1.0634 3.8394 0.000
H -3.8938 -3.8753 1.3857 0.000
H -3.5629 -3.4223 4.0100 0.000
H -2.9684 -1.8005 4.3887 0.000
H -1.8485 -3.1606 4.3477 0.000
H -4.9334 -3.4488 -0.6831 0.000
H -5.6871 -3.7054 -3.0140 0.000
H -4.1618 -3.1512 -4.8822 0.000
H -1.8622 -2.3660 -4.3963 0.000
H -1.1215 -2.0897 -2.0707 -0.006
H -1.4340 3.7831 3.4794 0.000
H -0.9641 2.1968 5.5806 0.000
H 0.1213 0.8579 5.1971 0.000
H -1.6136 0.5750 5.3226 0.000
H -0.0807 5.0394 1.6869 0.000
H -0.3283 6.9328 0.1475 0.000
H -1.7957 6.7442 -1.8361 0.000
H -3.0387 4.6409 -2.2390 0.000
H -2.8204 2.7668 -0.6626 0.000
H 4.6917 -1.8262 -0.3189 0.000
H 5.6068 -2.8028 -2.3937 0.000
H 4.0853 -3.8006 -4.0709 0.000
H 1.6451 -3.8219 -3.6581 0.000
H 0.7450 -2.8834 -1.5591 -0.004
C 3.2193 -0.9866 -3.3470 0.001
As 1.8411 0.1736 -2.5834 0.025
C 0.9596 0.5148 -4.3192 0.001
C 2.7158 1.9426 -2.5627 0.014
C 3.9259 2.2062 -1.6391 -0.002
C 4.6108 0.8974 -1.2072 -0.002
C 3.4973 2.9369 -0.3615 0.000
As 2.4663 1.8675 0.9452 0.002
C 2.2694 3.3826 2.1778 0.000
C 3.9822 1.0904 1.9281 0.000
C 4.9763 3.0335 -2.4155 0.000
As 4.7550 4.9319 -2.9630 0.000
C 4.9143 5.8491 -1.2327 0.000
C 2.8179 5.1691 -3.2055 0.000
H 3.8316 -0.4150 -4.0454 -0.002
H 2.7123 -1.7851 -3.8902 0.002
H 3.8448 -1.4411 -2.5820 0.003
H 1.7036 0.4464 -5.1122 -0.001
H 0.5112 1.5093 -4.3547 -0.001
H 0.1826 -0.2285 -4.5038 0.003
H 1.8935 2.6168 -2.3045 -0.001
H 2.9775 2.1638 -3.5992 -0.001
H 3.8945 0.2163 -0.7327 0.000
H 5.4043 1.1094 -0.4870 0.000
H 5.0616 0.3836 -2.0577 0.000
H 2.8634 3.7937 -0.5918 0.000
H 4.3814 3.3047 0.1658 0.000
H 3.2427 3.8562 2.3172 0.000
H 1.8993 3.0400 3.1440 0.000
H 1.5703 4.1117 1.7755 0.000
H 4.8140 1.7968 1.9419 0.000
H 4.3117 0.1458 1.5009 0.000
H 3.6578 0.9115 2.9544 0.000
H 5.2026 2.5121 -3.3490 0.000
H 5.9127 3.0467 -1.8475 0.000
H 5.7950 5.4845 -0.7033 0.000
H 4.0358 5.7240 -0.6011 0.000
H 5.0568 6.9118 -1.4276 0.000
H 2.4645 4.5766 -4.0492 0.000
H 2.6618 6.2213 -3.4453 0.000
H 2.2286 4.9260 -2.3214 0.000
Br -5.3839 1.4372 -4.4344 0.000
C -4.0257 1.0698 -3.1934 -0.003
C -4.3404 0.5215 -1.9610 0.003
C -3.3076 0.2433 -1.0907 -0.014
N -2.0254 0.4701 -1.3931 0.088
C -1.7418 1.0297 -2.5711 -0.001
C -2.7074 1.3522 -3.5039 0.002
H -5.3637 0.3146 -1.6828 0.001
H -3.5094 -0.1681 -0.1096 0.003
H -0.7037 1.2250 -2.7667 -0.012
H -2.4386 1.8126 -4.4435 0.001